Record 1
{"formula": "C6H7ClO4", "method": "ωB97M-V with the def2-TZVPD basis set", "symbols": ["C", "C", "O", "O", "C", "O", "O", "C", "C", "C", "Cl", "H", "H", "H", "H", "H", "H", "H"], "positions_angstrom": [[-3.985, -0.893, 0.174], [-2.909, -0.036, -0.321], [-2.832, 0.932, -0.916], [-1.725, -0.622, 0.088], [-0.639, 0.101, 0.086], [-0.434, 1.228, 0.482], [0.337, -0.696, -0.347], [1.686, -0.461, -0.099], [2.254, 0.766, -0.221], [3.858, 0.850, 0.086], [4.777, -0.681, -0.235], [-3.955, -0.911, 1.316], [-3.728, -1.921, -0.160], [-5.076, -0.657, -0.191], [2.213, -1.449, -0.184], [1.811, 1.783, -0.249], [4.039, 0.991, 1.252], [4.307, 1.677, -0.561]], "mulliken_charge": [-1.01, 0.70, -0.40, -0.31, 0.79, -0.54, -0.30, -0.23, -0.16, -0.40, -0.22, 0.27, 0.31, 0.30, 0.29, 0.33, 0.26, 0.32], "smiles": "CC(=O)OC(=O)O/C=C/CCl", "charge": 0, "gap_ev": 10.377, "relative_energy_kj_mol": 144.6, "e_homo_ev": -9.7, "fmax_ha_per_bohr": 0.107, "lumo_ha": 0.024}


Record 2
{"formula": "C6H7FN", "method": "ωB97M-V with the def2-TZVPD basis set", "symbols": ["C", "N", "C", "C", "C", "C", "C", "F", "H", "H", "H", "H", "H", "H", "H"], "positions_angstrom": [[-1.305, -0.255, -1.613], [-0.286, 0.129, -0.584], [0.104, -0.805, 0.345], [1.032, -0.594, 1.269], [1.571, 0.749, 1.460], [1.073, 1.708, 0.702], [0.057, 1.426, -0.332], [-0.518, 2.422, -0.904], [-2.367, 0.047, -1.442], [-1.040, 0.098, -2.615], [-1.299, -1.324, -1.640], [-0.356, -1.802, 0.301], [1.188, -1.195, 2.160], [2.444, 0.949, 2.076], [1.226, 2.729, 0.919]], "mulliken_charge": [-0.86, 0.12, 0.13, -0.67, -0.13, -0.50, 0.55, -0.17, 0.35, 0.35, 0.33, 0.32, 0.37, 0.42, 0.41], "smiles": "C[n+]1ccccc1F", "charge": 1, "gap_ev": 10.033, "relative_energy_kj_mol": 0.0, "e_homo_ev": -14.9, "fmax_ha_per_bohr": 0.085, "lumo_ha": -0.179}


Record 3
{"formula": "C6H7FN2", "method": "ωB97M-V with the def2-TZVPD basis set", "symbols": ["C", "N", "C", "C", "F", "C", "C", "C", "N", "H", "H", "H", "H", "H", "H", "H"], "positions_angstrom": [[-1.967, -0.827, -0.232], [-0.516, -0.373, -0.184], [0.422, -1.171, -0.340], [1.959, -0.610, 0.041], [2.618, -1.849, 0.173], [2.015, 0.422, 1.120], [1.906, 1.582, 0.469], [2.099, 1.297, -0.901], [2.219, 0.049, -1.152], [-2.231, -1.736, 0.190], [-2.435, -0.810, -1.208], [-2.600, -0.104, 0.193], [0.324, -2.254, -0.660], [2.048, 0.103, 2.203], [1.800, 2.460, 1.038], [2.152, 2.143, -1.548]], "mulliken_charge": [-0.98, -0.36, -0.33, 1.35, -0.35, -0.54, -0.20, -0.53, -0.70, 0.36, 0.33, 0.36, 0.39, 0.33, 0.45, 0.40], "smiles": "C/N=C/[C@]1(F)C=CC=N1", "charge": 0, "gap_ev": 9.339, "relative_energy_kj_mol": 261.2, "e_homo_ev": -9.3, "fmax_ha_per_bohr": 0.062, "lumo_ha": 0.003}